Molecular formula: C22H28BCl48NO3
Method: DFT, the ωB97M-V functional and the def2-TZVPD basis

Computed properties:
- E_HOMO: -9.93 eV
- Gap between HOMO and LUMO: 9.956 eV
- Total charge: 0
- Electronic energy: -632652.3794 eV

Positions of all 103 atoms, in Å:
C  -4.82420  -1.54785  7.44743
C  -4.09036  -2.31546  6.33721
O  -2.78525  -1.75565  6.16403
B  -2.30130  -1.84932  4.86448
O  -1.51458  -2.90858  4.51067
C  -2.60570  -0.69354  3.83826
C  -2.23581  -0.90583  2.34182
N  -0.88945  -0.37342  2.09757
C  -0.95565  0.84947  2.89100
O  -0.57756  1.92545  2.56202
C  -1.61110  0.44785  4.22970
H  -4.16395  -0.77916  7.84594
H  -5.12613  -2.18869  8.27330
H  -5.70070  -1.03856  7.04618
H  -4.68984  -2.28080  5.42187
H  -4.00984  -3.35835  6.65602
H  -1.60845  -3.59373  5.18810
H  -3.67494  -0.48438  3.90178
H  -2.86888  -0.18258  1.80484
H  -2.48210  -1.84295  1.84998
H  -0.15350  -0.90334  2.58452
H  -2.14132  1.32975  4.58820
H  -0.84636  0.09471  4.91710
C  0.85059  -0.19870  0.24146
Cl  2.06155  1.06482  -0.02896
Cl  0.48434  -1.04178  -1.26633
Cl  1.40738  -1.35129  1.48147
H  -0.04979  0.26559  0.59657
C  1.02784  -4.95157  4.35403
Cl  1.39952  -6.65546  4.10467
Cl  0.71671  -4.60692  6.05794
Cl  2.30427  -3.90858  3.73182
H  0.12700  -4.71329  3.80254
C  3.01415  4.32747  -1.81512
Cl  4.40243  3.95210  -0.78471
Cl  1.80004  5.21691  -0.89311
Cl  3.52552  5.23200  -3.23583
H  2.58089  3.39036  -2.14234
C  5.63044  -2.05930  0.49390
Cl  4.57753  -2.81895  1.68705
Cl  6.62662  -3.27611  -0.31636
Cl  4.69005  -1.14174  -0.67419
H  6.29177  -1.37447  1.00909
C  6.41314  -2.91500  -4.38971
Cl  5.08088  -1.76936  -4.28095
Cl  5.82455  -4.50972  -4.85470
Cl  7.62887  -2.33814  -5.53418
H  6.87716  -2.99330  -3.41330
C  -3.31230  3.19271  1.41570
Cl  -2.36718  4.64579  1.11852
Cl  -4.89283  3.59474  2.09334
Cl  -3.48869  2.23325  -0.05851
H  -2.77721  2.59275  2.13693
C  7.49893  1.97467  -1.63288
Cl  6.47563  0.99949  -2.68230
Cl  8.44320  0.93897  -0.55334
Cl  8.55808  3.02110  -2.57710
H  6.85943  2.60127  -1.02527
C  -0.61828  5.12068  -4.68969
Cl  0.53116  6.37575  -5.14892
Cl  -1.13438  4.19049  -6.11414
Cl  0.07129  4.05103  -3.45502
H  -1.48821  5.60230  -4.26804
C  -4.33681  3.36770  -3.53110
Cl  -5.41877  4.66638  -4.04334
Cl  -5.03216  1.78890  -3.92401
Cl  -2.74048  3.54257  -4.26899
H  -4.22011  3.42953  -2.45621
C  -2.39228  0.39355  10.17279
Cl  -3.70258  -0.05983  11.26102
Cl  -1.49453  -1.03081  9.64714
Cl  -3.02810  1.27738  8.78062
H  -1.71317  1.04569  10.70575
C  6.43171  -2.07170  -9.16828
Cl  5.08943  -0.93627  -8.98503
Cl  5.83859  -3.67198  -9.60820
Cl  7.59323  -1.48315  -10.35844
H  6.93135  -2.14619  -8.21240
C  4.09374  2.35442  -10.31309
Cl  2.66123  2.62363  -9.31707
Cl  3.66477  2.28086  -12.02299
Cl  5.30363  3.60529  -10.02251
H  4.52194  1.40138  -10.03246
C  -3.25759  4.00036  -8.73419
Cl  -3.07861  2.24984  -8.59258
Cl  -3.98435  4.66991  -7.27424
Cl  -1.69848  4.76113  -9.06518
H  -3.91681  4.20677  -9.56682
C  6.34039  -7.82149  -2.94213
Cl  6.62275  -6.23202  -2.23407
Cl  7.80746  -8.43667  -3.70538
Cl  5.74505  -8.95245  -1.72646
H  5.58082  -7.71855  -3.70684
C  -6.56396  -0.61558  -1.37476
Cl  -5.97212  -0.45950  0.28057
Cl  -6.36093  -2.26439  -1.96808
Cl  -8.24773  -0.10800  -1.49388
H  -5.96284  0.04423  -1.98621
C  -7.87729  0.54395  10.88353
Cl  -9.01871  1.87088  10.65690
Cl  -8.64217  -1.00643  10.52526
Cl  -6.43774  0.77357  9.89154
H  -7.57312  0.53648  11.92218

Force components x, y, z for each atom (eV/Å):
0.04 0.18 -0.27
-0.46 0.20 1.09
-0.13 -0.35 -0.58
-0.12 0.05 -0.10
-0.36 -0.24 -0.11
1.02 -0.96 -0.13
-0.94 0.99 -0.21
-1.74 0.74 1.71
-0.06 -1.83 1.08
0.22 0.52 -0.40
-1.41 1.01 -0.87
-0.03 -0.18 -0.06
-0.08 -0.05 -0.04
-0.08 -0.03 0.13
0.24 0.00 -0.16
0.18 -0.08 -0.29
0.45 0.11 0.08
0.13 0.60 0.20
-0.11 -0.20 -0.12
0.55 -0.38 0.38
-0.95 -0.06 -0.20
0.27 -0.06 0.56
0.13 0.33 0.15
0.99 0.13 -0.93
0.08 0.00 0.04
0.03 -0.06 0.06
1.75 -0.38 -1.10
0.09 -0.06 -0.04
-0.12 0.05 -0.14
0.02 0.08 0.03
0.05 -0.09 0.11
0.02 -0.04 0.09
0.01 -0.02 0.01
-0.01 0.14 0.01
0.02 -0.07 0.07
0.16 -0.01 0.10
0.02 -0.04 0.03
-0.01 0.00 0.01
-0.11 0.05 -0.07
0.19 -0.06 -0.02
0.07 0.01 0.01
0.00 -0.10 0.11
0.02 -0.03 -0.01
-0.11 -0.01 -0.02
-0.06 -0.01 -0.03
-0.08 0.18 -0.32
0.11 0.00 0.04
0.00 0.02 -0.01
-0.05 0.18 0.02
-0.01 -0.04 -0.04
0.01 -0.06 -0.02
0.08 -0.05 -0.02
0.03 0.03 -0.01
0.00 -0.03 -0.08
0.07 0.09 -0.08
-0.03 -0.01 0.04
-0.02 0.00 0.04
0.02 -0.01 -0.01
0.69 0.12 -0.31
-0.03 -0.04 0.00
2.22 0.70 -0.53
0.22 0.15 -0.17
0.03 0.05 -0.01
0.14 -0.01 0.33
0.05 0.00 0.03
0.02 -0.01 0.00
-2.83 -1.21 1.21
-0.15 -0.02 0.01
-0.04 -0.13 -0.02
0.39 -0.09 0.18
0.01 0.04 0.00
0.13 0.24 0.06
-0.02 0.01 -0.01
0.01 -0.01 -0.13
-0.03 -0.06 0.09
0.01 0.03 0.04
-0.02 0.01 0.04
-0.01 -0.01 0.02
-0.04 0.07 -0.01
0.02 -0.02 0.00
0.01 -0.02 0.02
0.00 -0.03 0.00
0.02 0.05 -0.05
0.06 0.04 0.03
0.00 0.00 0.00
-0.47 0.07 -0.25
-0.13 0.04 -0.48
0.01 -0.01 0.01
0.08 0.00 0.02
0.06 -0.19 0.32
-0.03 0.01 -0.02
-0.02 0.02 -0.03
0.01 0.00 0.01
0.00 0.00 0.00
-0.03 -0.06 0.10
0.02 0.04 0.01
0.06 0.01 0.00
-0.05 -0.01 -0.07
-0.04 0.03 -0.13
0.02 -0.01 0.03
0.02 0.00 0.03
-0.34 0.09 -0.11
-0.01 0.00 -0.01

These are the Mulliken partial charges, in e, on atoms 1 to 8: -0.765, -0.271, -0.335, 0.294, -0.375, 0.382, -0.942, -0.145

---

Molecular formula: C2H2N6
Method: DFT, the ωB97M-V functional and the def2-TZVPD basis

Computed properties:
- E_HOMO: -10.15 eV
- SMILES: [H]/N=c1\nncnnn1
- Gap between HOMO and LUMO: 9.050 eV
- Total charge: 0
- Electronic energy: -11041.4920 eV

Positions of all 10 atoms, in Å:
H  2.32203  -0.75597  0.63599
N  1.99442  0.22639  0.53386
C  0.95615  0.19847  -0.21701
N  0.31976  -0.84010  -1.03706
N  -0.80472  -1.19093  -0.63460
C  -1.26279  -0.42107  0.43539
N  -1.27821  0.83198  0.44527
N  -0.86468  1.51910  -0.56922
N  0.40153  1.37218  -0.82240
H  -1.78348  -0.94005  1.22977

Force components x, y, z for each atom (eV/Å):
-0.06 0.68 0.16
-1.82 -1.51 -1.29
2.06 1.07 -0.24
1.00 -0.67 0.59
0.11 0.26 -0.10
-1.07 -2.10 0.85
-1.99 0.39 1.26
4.27 1.42 -1.29
-2.66 0.60 -0.04
0.16 -0.12 0.11

These are the Mulliken partial charges, in e, on atoms 1 to 8: 0.275, -0.580, 0.708, -0.247, -0.127, 0.037, -0.013, -0.207

---

> Among the records above, which one has the highest E_HOMO?

C22H28BCl48NO3

---

> What is the formula in the first record?

C22H28BCl48NO3

---

> What is the gap between HOMO and LUMO in the second record?

9.050 eV